1.
{"formula": "C8H34O9", "method": "ωB97M-V/def2-TZVPD", "e_tot_ev": -27274.082, "e_above_lowest_kcal_mol": 14.3, "fmax_ev_per_a": 0.88, "species": ["C", "C", "O", "H", "H", "H", "H", "H", "H", "C", "C", "O", "H", "H", "H", "H", "H", "H", "C", "C", "O", "H", "H", "H", "H", "H", "H", "C", "C", "O", "H", "H", "H", "H", "H", "H", "O", "H", "H", "O", "H", "H", "O", "H", "H", "O", "H", "H", "O", "H", "H"], "positions_angstrom": [[-3.3574, -6.9420, 9.7633], [-2.8830, -5.9124, 10.7755], [-2.3629, -4.7826, 10.0736], [-3.9789, -6.4556, 9.0131], [-3.8881, -7.7284, 10.3024], [-2.4990, -7.3866, 9.2615], [-2.1060, -6.3790, 11.3928], [-3.6819, -5.5673, 11.4351], [-1.6815, -4.3719, 10.6136], [-6.5233, -7.7384, 14.8007], [-5.7569, -7.3305, 13.5396], [-6.4566, -7.6066, 12.3332], [-7.5385, -8.0200, 14.5058], [-6.6613, -6.9328, 15.5242], [-6.0770, -8.5749, 15.3356], [-4.7726, -7.8227, 13.5190], [-5.5085, -6.2645, 13.5180], [-6.9547, -8.4243, 12.4117], [-5.0042, -3.2907, 12.8687], [-4.0530, -2.3399, 13.6113], [-4.7494, -1.2785, 14.2715], [-5.1802, -2.9408, 11.8525], [-5.9441, -3.3379, 13.4156], [-4.5228, -4.2664, 12.8333], [-3.3061, -1.9369, 12.9261], [-3.5369, -2.9006, 14.3951], [-4.5732, -0.4568, 13.7982], [-6.8518, -4.6739, 9.3062], [-7.6950, -5.0518, 10.4987], [-8.5449, -6.1473, 10.1559], [-6.1936, -3.8455, 9.5870], [-7.4690, -4.2647, 8.5070], [-6.2462, -5.5260, 9.0075], [-8.3121, -4.1981, 10.8223], [-7.0840, -5.3059, 11.3710], [-8.8422, -6.5255, 10.9886], [-3.7567, 0.7759, 12.4005], [-2.9815, 1.0904, 12.8821], [-3.8683, 1.4017, 11.6769], [-1.4088, -1.4209, 10.7863], [-2.1287, -1.1471, 11.3659], [-1.7132, -1.2001, 9.9002], [-7.3231, -4.3510, 15.9144], [-7.9832, -4.5335, 15.2384], [-7.3003, -3.3835, 15.9837], [-4.1878, -5.0022, 16.0971], [-4.9822, -4.7075, 16.5606], [-4.5231, -5.2911, 15.2426], [-6.5735, -1.4077, 16.4641], [-5.6595, -1.3684, 16.1418], [-6.8119, -0.5014, 16.6757]], "atomic_forces_ev_per_a": [[0.175, 0.270, 0.421], [0.315, -0.056, -0.245], [0.143, -0.127, 0.032], [-0.197, -0.172, 0.055], [-0.220, 0.010, -0.250], [0.019, 0.023, -0.056], [-0.032, 0.148, 0.079], [-0.177, -0.231, -0.036], [-0.060, 0.170, -0.036], [-0.433, 0.201, 0.020], [0.630, -0.246, 0.236], [-0.077, 0.332, -0.112], [0.025, -0.110, 0.042], [0.232, 0.102, -0.111], [0.061, -0.054, -0.145], [-0.193, -0.120, -0.016], [-0.412, 0.007, -0.028], [0.150, -0.104, 0.132], [0.529, 0.655, 0.248], [-0.249, -0.367, 0.300], [0.211, 0.102, -0.165], [-0.161, -0.090, -0.036], [-0.028, -0.178, 0.000], [-0.194, -0.118, -0.129], [0.036, 0.001, 0.047], [0.040, 0.054, -0.080], [-0.166, -0.060, -0.115], [0.047, 0.499, 0.473], [-0.369, 0.270, 0.353], [0.129, 0.111, 0.124], [0.145, -0.180, 0.070], [-0.035, -0.442, -0.209], [-0.056, 0.056, -0.307], [0.035, -0.015, -0.192], [0.190, -0.169, -0.212], [-0.028, -0.123, -0.097], [0.269, -0.004, 0.071], [-0.044, 0.016, -0.061], [-0.092, -0.044, 0.033], [-0.015, 0.048, 0.069], [-0.016, 0.022, -0.074], [0.000, -0.083, 0.004], [0.039, 0.139, -0.089], [0.027, -0.016, 0.036], [0.060, 0.048, 0.109], [0.001, 0.050, 0.031], [-0.031, -0.049, -0.103], [-0.052, 0.019, 0.030], [0.087, -0.194, 0.204], [-0.232, 0.047, -0.307], [-0.020, -0.046, -0.008]], "mulliken_charge": [-1.199, 0.484, -0.539, 0.278, 0.285, 0.369, 0.370, -0.329, 0.292, -1.209, 1.085, -0.486, 0.361, 0.246, 0.329, 0.280, -0.794, 0.243, -0.039, 0.248, -0.512, 0.251, 0.315, -0.491, -0.360, 0.308, 0.298, -1.019, 0.379, -0.563, 0.287, 0.356, 0.153, 0.279, -0.193, 0.308, -0.634, 0.318, 0.285, -0.622, 0.327, 0.300, -0.537, 0.291, 0.263, -0.631, 0.329, 0.255, -0.644, 0.345, 0.284]}


2.
{"formula": "C8H36FN17O8", "method": "ωB97M-V/def2-TZVPD", "e_tot_ev": -53312.027, "e_above_lowest_kcal_mol": 176.3, "fmax_ev_per_a": 6.98, "species": ["N", "H", "H", "H", "H", "F", "C", "O", "N", "N", "H", "H", "H", "H", "C", "O", "N", "N", "H", "H", "H", "H", "C", "O", "N", "N", "H", "H", "H", "H", "C", "O", "N", "N", "H", "H", "H", "H", "C", "O", "N", "N", "H", "H", "H", "H", "C", "O", "N", "N", "H", "H", "H", "H", "C", "O", "N", "N", "H", "H", "H", "H", "C", "O", "N", "N", "H", "H", "H", "H"], "positions_angstrom": [[-5.9140, 17.4608, 6.4995], [-5.3195, 17.9271, 5.8292], [-6.1896, 16.5605, 6.1338], [-6.7831, 17.9642, 6.6061], [-5.4619, 17.5243, 7.4004], [-6.4433, 14.6314, 3.8696], [-1.3427, 18.6579, 3.5796], [-2.2832, 17.9363, 3.9151], [-1.1494, 19.0028, 2.3115], [-0.5091, 19.1837, 4.4036], [-0.5002, 19.7134, 2.0054], [-1.7920, 18.4862, 1.7281], [-0.0528, 20.0248, 4.0805], [-0.8413, 18.9822, 5.3359], [-3.8789, 23.5129, 4.8911], [-2.9184, 24.2773, 4.6183], [-4.1817, 22.5058, 4.1392], [-4.8110, 23.6968, 5.8511], [-3.6851, 22.5176, 3.2598], [-5.1120, 22.1161, 4.1917], [-4.5716, 24.3412, 6.5910], [-5.7530, 23.3745, 5.6811], [-6.2909, 19.8709, 10.5453], [-5.7492, 18.8268, 10.1404], [-6.7135, 20.0173, 11.7206], [-6.4073, 20.9196, 9.8063], [-6.6514, 19.1907, 12.2977], [-7.2624, 20.7965, 12.0547], [-5.8809, 20.9071, 8.9444], [-6.8046, 21.7759, 10.1654], [-7.3010, 19.3263, 2.2019], [-7.0309, 19.5162, 3.3510], [-8.0612, 20.1990, 1.4500], [-6.9082, 18.2715, 1.4997], [-8.2302, 21.0005, 2.0408], [-8.4635, 20.0443, 0.5365], [-7.1568, 18.0800, 0.5397], [-6.5864, 17.4228, 1.9428], [-5.7022, 12.9566, 8.2343], [-6.1750, 12.6902, 9.3455], [-4.8663, 13.9553, 8.1159], [-6.0305, 12.4955, 7.0792], [-4.5193, 14.5868, 8.8235], [-4.1811, 13.6464, 7.4413], [-5.7928, 12.9165, 6.1924], [-6.7288, 11.7660, 7.0971], [-0.5685, 17.1725, 9.5844], [-1.4384, 16.3223, 9.7332], [0.6746, 16.8514, 9.3212], [-0.9220, 18.4263, 9.6170], [1.3982, 17.5524, 9.3925], [0.8794, 15.8624, 9.3240], [-1.8965, 18.5280, 9.8619], [-0.1190, 19.0385, 9.6420], [-11.1283, 14.7137, 3.7557], [-12.3602, 14.6456, 3.7486], [-10.4046, 15.5750, 3.1092], [-10.3161, 13.9423, 4.4738], [-10.7998, 16.3051, 2.5340], [-9.4920, 15.6292, 3.5387], [-9.3353, 14.1831, 4.4625], [-10.7987, 13.3820, 5.1617], [-10.9703, 18.8153, 6.5756], [-9.8800, 18.4024, 6.9761], [-12.0999, 18.3120, 7.0362], [-11.1502, 19.6389, 5.5416], [-12.0385, 17.8478, 7.9311], [-12.9703, 18.7060, 6.7086], [-12.0164, 20.0496, 5.2236], [-10.3179, 20.1625, 5.3110]], "atomic_forces_ev_per_a": [[-0.401, 0.914, -0.033], [0.141, 0.139, -0.647], [0.387, -1.267, -0.101], [-0.575, 0.557, -0.178], [0.240, -0.829, 0.568], [-0.298, 0.482, 0.617], [-3.087, -1.500, -1.438], [0.298, -0.213, 0.101], [-0.458, -0.243, -2.058], [2.200, 1.184, 2.997], [-0.292, -0.495, -0.202], [0.366, 0.613, -0.610], [0.148, -0.092, 0.967], [0.738, 0.819, 0.359], [1.850, 3.990, -0.251], [-1.321, -1.450, 1.419], [-0.352, -2.913, -2.766], [-0.020, 0.699, 1.691], [-0.333, -0.387, -0.020], [0.379, -0.342, -0.292], [-0.539, 0.021, -0.285], [0.303, 0.258, 0.480], [2.607, -3.486, -3.079], [-0.092, 0.193, -0.161], [-2.248, -0.444, 6.596], [-0.182, 3.548, -3.388], [-0.200, 0.250, 0.112], [0.229, -0.261, -0.134], [-0.355, 0.314, 0.159], [0.302, -0.139, -0.374], [-1.128, -0.264, -2.608], [0.473, 0.753, 2.317], [0.306, 0.865, 1.316], [0.904, -2.604, -1.102], [-0.613, 0.244, -0.869], [0.184, 0.093, 0.479], [-0.206, 0.579, 0.219], [0.166, 0.229, 0.548], [-2.030, 0.967, 5.161], [-0.440, -0.985, -0.676], [3.982, 3.053, -1.705], [-1.865, -3.223, -3.081], [-0.276, -0.905, 0.437], [0.551, 1.101, -0.119], [-0.179, 0.180, 0.075], [0.208, 0.083, -0.305], [-2.837, -2.921, 0.170], [-0.308, -0.978, 0.030], [2.794, -0.264, -0.410], [0.679, 2.432, -0.177], [0.122, -0.558, -0.124], [0.198, 0.368, 0.071], [0.414, 0.868, 0.178], [-1.143, 1.048, 0.225], [-3.040, -0.781, 0.864], [0.336, -0.222, -0.136], [1.922, 2.813, -2.056], [-0.117, -1.677, 1.386], [0.179, -0.235, 0.389], [0.242, 1.001, -1.119], [0.087, -0.889, 0.591], [0.757, -0.033, 0.027], [1.256, -1.613, 0.168], [0.112, 0.982, -0.115], [-2.025, -0.582, 1.294], [1.216, 2.058, -1.676], [-0.300, -0.073, -0.325], [0.047, -0.340, 0.461], [0.092, -0.332, 0.444], [-0.157, -0.158, -0.297]], "mulliken_charge": [-0.365, 0.337, 0.299, 0.316, 0.347, -0.907, 0.669, -0.674, -0.441, -0.427, 0.173, 0.236, 0.212, 0.247, 0.611, -0.668, -0.326, -0.388, 0.230, 0.135, 0.213, 0.196, 0.692, -0.680, -0.391, -0.366, 0.245, 0.168, 0.181, 0.160, 0.642, -0.636, -0.437, -0.411, 0.217, 0.178, 0.177, 0.260, 0.601, -0.688, -0.398, -0.377, 0.194, 0.202, 0.241, 0.224, 0.716, -0.687, -0.418, -0.435, 0.172, 0.239, 0.250, 0.167, 0.693, -0.698, -0.354, -0.406, 0.188, 0.134, 0.217, 0.199, 0.645, -0.662, -0.401, -0.405, 0.236, 0.172, 0.188, 0.225]}